DFT (wB97M-V/def2-TZVPD) results for a structure of composition C19H24N5O4SeTi at a distorted geometry.

Computed properties:
ΔE to the lowest compared entry with this formula, charge and spin, kJ/mol: 64.7
Charge: -1
Frontier orbital gap (alpha / beta), eV: 5.31 / 7.33
Multiplicity: 3
E_tot, eV: -124198.574

```
54
C19H24N5O4SeTi | the Open Molecules 2025 dataset | wB97M-V/def2-TZVPD
Se 2.5594 -0.6896 -0.2429
Ti 0.0443 -0.1967 -0.3955
O 1.4293 0.6046 -4.8492
O 0.7876 -0.8850 -3.3783
O -0.6386 3.3343 1.3179
O -0.1462 1.1740 0.9477
N -0.4991 -1.7327 1.2009
N 4.2998 0.1176 4.0929
N -2.3194 -0.1069 -0.5621
N -0.4118 -2.4655 -2.3419
N 0.1832 1.3958 -1.5603
C -0.2552 3.8359 -2.9223
C 0.2046 2.7102 -3.5901
C 4.7758 -0.8346 3.2855
C -2.9880 0.9244 0.2475
C 0.0881 -1.4032 2.5204
C -1.9799 -1.6954 1.2975
C -0.1705 2.5728 -0.8971
C -0.0690 -3.1102 0.8508
C 0.9486 0.4078 -3.7581
C -0.3324 2.4139 0.5837
C 3.2471 -0.3246 1.4997
C -0.4128 3.7444 -1.5178
C 4.2926 -1.0915 2.0111
C 0.0764 -1.2920 -2.2012
C -2.6324 -1.4550 -0.0508
C 2.7523 0.6809 2.3309
C 0.4288 1.5204 -2.9318
C -2.8123 0.0152 -1.9412
C 3.3006 0.8543 3.5927
H -2.2468 -0.9048 1.9950
H -0.7042 4.5869 -0.9037
H -0.3338 -2.0653 3.2855
H -3.7178 -1.5916 0.0440
H 1.0140 -3.1226 0.7653
H -0.1575 -2.8463 -3.2563
H -2.2526 -2.1733 -0.7783
H -0.3897 -3.7998 1.6403
H -0.1115 -0.3652 2.7699
H 2.9097 1.6302 4.2448
H 4.7225 -1.8858 1.4124
H -4.0660 0.7234 0.2930
H -2.5795 0.9758 1.2507
H -2.5392 0.9953 -2.3318
H -3.9054 -0.0893 -1.9667
H 5.5885 -1.4347 3.6861
H 1.1656 -1.5498 2.4777
H 1.9349 1.3077 2.0032
H -2.3474 -2.6358 1.7186
H -2.8316 1.8978 -0.2136
H 0.4067 2.7268 -4.6520
H -0.4564 4.7558 -3.4525
H -2.3651 -0.7535 -2.5627
H -0.4882 -3.4056 -0.1073
```

DFT (wB97M-V/def2-TZVPD) results for a cluster of 2 separate species, C19H24N5O5 in total at a distorted geometry.

Computed properties:
Charge: -1
Frontier orbital gap, eV: 7.25
E_tot, eV: -37784.567

```
53
C19H24N5O5 | the Open Molecules 2025 dataset | wB97M-V/def2-TZVPD
O 1.1373 -6.8905 2.0566
O -1.9832 6.9652 -0.9161
O 1.4566 -2.0641 -1.8561
O 3.5279 -2.5947 1.3996
O -0.4178 -1.2776 -0.9771
N 4.2004 -3.1776 -0.6204
N 2.3323 5.5171 -1.0755
N 1.7878 -4.9477 1.2053
N 0.1440 6.3646 -0.9689
N 0.8497 4.4207 0.1510
C 1.1746 -6.1229 1.1057
C -2.0079 2.6925 2.0927
C 4.1407 -3.8601 -1.9126
C -4.9930 2.0936 -0.2268
C 1.0661 5.4262 -0.6305
C 3.2703 -3.1661 0.3418
C 0.7268 -2.9531 0.2495
C 1.9289 -3.9142 0.1673
C -1.4456 5.0601 0.3092
C -3.4013 0.3008 -0.5392
C -2.9151 2.0844 1.0459
C -0.4287 4.1984 0.6549
C 0.5330 -6.5271 -0.2063
C -0.5889 3.0071 1.5749
C -2.5618 0.8827 0.4124
C 0.5925 -2.0120 -0.9531
C -4.6189 0.9050 -0.8616
C -4.1456 2.6789 0.7222
C -1.1408 6.1536 -0.5726
H -0.1875 2.1278 1.0622
H 0.7993 -2.3596 1.1624
H 0.0501 3.1846 2.4442
H -1.6224 0.3824 0.6352
H 2.1757 -4.7239 2.1085
H -0.2014 -5.7778 -0.4948
H 1.9086 -4.3756 -0.8165
H 3.9315 -4.9207 -1.7691
H -2.4627 4.9479 0.6514
H 5.0910 -3.7496 -2.4344
H -3.0815 -0.6170 -1.0280
H -5.9396 2.5639 -0.4728
H -5.2642 0.4512 -1.6070
H -2.4568 3.5961 2.5152
H -4.4517 3.5993 1.2081
H 5.0089 -2.6126 -0.4216
H 0.0405 -7.4887 -0.0790
H 1.3013 -6.6045 -0.9714
H -1.9200 1.9700 2.9101
H 2.7235 6.4484 -1.0753
H 0.2793 6.9049 -1.8078
H 2.8943 4.7705 -0.6759
H 3.3535 -3.4190 -2.5283
H -0.1898 -3.5411 0.3120
```

DFT (wB97M-V/def2-TZVPD) results for a structure of composition C19H25AlN12O2 at a distorted geometry.

Computed properties:
Charge: +2
Frontier orbital gap, eV: 8.05
E_tot, eV: -48675.093

```
59
C19H25AlN12O2 | the Open Molecules 2025 dataset | wB97M-V/def2-TZVPD
Al -0.0273 -0.3843 -0.9391
O -3.6090 -1.1333 -0.8898
O 0.6220 -2.2097 -0.9780
N -0.7741 -4.0252 -0.9864
N -2.7703 1.4011 -1.4626
N 1.8201 0.1383 -1.4911
N -0.5737 5.3811 -1.8831
N -0.4677 1.3474 -1.7498
N 1.2764 0.4894 2.9212
N -0.7694 1.6966 2.7004
N 0.6253 3.4296 -1.8515
N -1.4652 -1.7737 -1.0910
N -0.0308 0.1131 0.9425
N -1.7457 3.3932 -1.7430
N -0.8040 -0.6868 3.1130
C 4.2514 1.2157 -2.2800
C -1.6463 2.0602 -1.6790
C 3.1155 2.0159 -2.2611
C -0.7324 1.4305 1.3018
C 1.3400 0.1945 1.5326
C 1.9076 1.4218 -1.8568
C -3.1701 -3.5189 -0.9619
C -0.5835 4.0452 -1.8740
C 0.5895 2.1458 -1.8010
C 0.3177 -5.0341 -0.8993
C -2.8255 -2.0580 -0.9502
C 4.1743 -0.1024 -1.8868
C -0.5505 -2.7393 -1.0524
C 0.5411 -0.6254 3.5993
C 2.9307 -0.6281 -1.4752
C -2.1282 -4.4062 -0.9843
C -0.7885 -0.9401 1.7442
C -1.4929 0.6097 3.4003
C 0.5948 1.7363 3.2265
H 0.3132 5.8816 -1.9549
H 1.9028 -0.7426 1.4193
H -2.9850 0.4179 -1.3958
H 0.3545 -5.6379 -1.7810
H -4.2191 -3.7736 -0.8679
H 0.6263 1.8454 4.3323
H 0.5778 -0.3663 4.6834
H 0.0767 -5.7306 -0.0473
H 1.1013 -1.5207 3.4646
H -1.8549 -0.9561 1.4251
H -0.2179 2.2625 0.8126
H -1.4394 5.8849 -1.9713
H -2.5187 0.5213 3.0276
H 5.1912 1.5902 -2.6568
H 5.0114 -0.8059 -1.8723
H -0.2669 -1.9155 1.6145
H -3.6072 2.0028 -1.4375
H 2.8144 -1.6328 -1.1374
H -1.7651 1.3132 0.9164
H 1.1202 2.5901 2.7358
H 1.9288 0.9928 1.0474
H -1.4887 0.7873 4.4637
H -2.2871 -5.4759 -1.0523
H 1.3001 -4.5751 -0.6779
H 3.1800 3.0431 -2.5449
```

DFT (wB97M-V/def2-TZVPD) results for a structure of composition C19H25BN6RhS5 at a distorted geometry.

Computed properties:
Charge: +1
Frontier orbital gap (alpha / beta), eV: 7.67 / 5.20
Multiplicity: 5
E_tot, eV: -86905.566

```
57
C19H25BN6RhS5 | the Open Molecules 2025 dataset | wB97M-V/def2-TZVPD
Rh -0.4551 0.9364 0.0316
S 2.7728 3.0476 -3.7532
S 0.3058 4.6996 -3.6474
S 0.7169 2.6105 -1.6495
S -2.3382 5.5135 -2.7671
S -1.7933 2.8912 -0.3137
N 1.7671 -0.9255 0.9017
N -1.1822 -0.5519 1.4293
N -0.4244 -0.7648 -1.3054
N 1.4722 0.3952 0.8763
N 0.2086 -1.8762 -0.8661
N -0.5261 -1.7254 1.5228
C 3.0297 -1.0906 1.3405
C 1.3299 3.4031 -3.1050
C 3.5552 0.1653 1.5969
C -3.0081 5.8625 -1.1220
C -1.1121 -2.4932 2.4588
C -2.1898 -0.5561 2.3027
C 0.1830 -2.8129 -1.8337
C -0.8356 -0.9755 -2.5525
C -0.4778 -2.2739 -2.9257
C -0.6418 -3.8597 2.8202
C 0.7820 -4.1708 -1.7022
C 3.6913 -2.4162 1.5030
C 2.5397 1.0750 1.2909
C -1.5571 0.0627 -3.3428
C -2.1820 -1.7774 2.9787
C -3.0931 0.6264 2.4189
C 2.5398 2.5639 1.3803
C -0.9643 4.5022 -2.4750
C -0.7674 3.5008 -1.5337
B 0.6919 -2.0032 0.6040
H 4.5409 0.3894 1.9686
H -0.6996 -4.5348 1.9655
H 4.7288 -2.2643 1.7894
H -2.5138 1.5157 2.6748
H -3.3986 4.9600 -0.6666
H 1.1242 -3.0894 0.8026
H -1.2640 -4.2608 3.6162
H 3.0680 2.8882 2.2750
H 0.3923 -3.8414 3.1657
H -2.2382 6.3179 -0.5049
H 0.2645 -4.7637 -0.9472
H 3.0485 2.9990 0.5177
H -2.4577 -0.3621 -3.7841
H 1.8330 -4.1121 -1.4184
H 3.6667 -2.9845 0.5730
H -3.8157 6.5714 -1.2888
H 3.2011 -3.0135 2.2724
H 0.7087 -4.6867 -2.6562
H 1.5182 2.9452 1.4177
H -3.6012 0.8051 1.4693
H -3.8438 0.4675 3.1885
H -0.6705 -2.7507 -3.8723
H -0.9278 0.4229 -4.1588
H -2.8584 -2.1055 3.7500
H -1.8431 0.9042 -2.7104
```

DFT (wB97M-V/def2-TZVPD) results for a structure of composition C19H25BaN3SSi at a distorted geometry.

Computed properties:
ΔE to the lowest compared entry with this formula, charge and spin, kJ/mol: 0.0
Frontier orbital gap, eV: 4.15
E_tot, eV: -43980.227

```
50
C19H25BaN3SSi | the Open Molecules 2025 dataset | wB97M-V/def2-TZVPD
Ba -0.5022 1.1123 1.1889
S -0.7231 2.4927 3.8515
Si -1.0049 -0.3451 -1.3220
N 1.3980 3.6573 5.1374
N 1.1250 4.2872 2.9770
N 0.6923 4.1225 1.6161
C 2.5640 -1.9003 -3.5285
C 2.0386 -0.6462 1.3792
C 2.7316 0.4730 0.7988
C -3.2666 -1.4577 -0.6539
C -3.5681 -3.4963 0.6240
C -1.9327 -1.4786 -0.1998
C 1.6686 0.0380 -2.3594
C -1.3790 -2.4366 0.6543
C 0.5871 3.5216 4.0241
C 0.4534 -2.1312 -2.3553
C 2.6494 -0.5515 -3.1430
C 1.4613 -2.6759 -3.1245
C 1.6512 -0.3065 2.7112
C 2.1096 1.0307 2.9519
C -4.0733 -2.4933 -0.2238
C -2.9349 0.0459 -4.6360
C -2.2286 -3.4622 1.0437
C 2.7597 1.5349 1.7637
C 0.6084 -0.7754 -1.9958
H 1.7361 -1.5551 0.8338
H 1.3128 2.9685 5.8619
H 0.6414 3.1389 1.5065
H -0.3311 -2.3930 0.9777
H 1.3795 -3.7147 -3.4154
H -0.2550 4.5212 1.2835
H 3.5011 0.0491 -3.4635
H -3.8066 0.2098 -5.2728
H 1.8898 1.6027 3.8408
H -0.4153 -2.7126 -2.0264
H 3.1392 2.5497 1.6135
H -1.6917 0.9274 -1.7124
H 0.9463 -0.8568 3.3709
H 1.9791 4.4642 5.3624
H -5.1053 -2.5131 -0.5478
H -2.3698 0.9822 -4.5549
H -4.2331 -4.3081 0.9608
H -1.8374 -4.2432 1.6899
H 1.7408 1.0812 -2.0472
H 1.6843 5.1135 2.9982
H -2.3043 -0.7299 -5.0831
H -3.6159 -0.6610 -1.3264
H -3.2712 -0.2765 -3.6420
H 3.3486 -2.3544 -4.1526
H 3.0527 0.5506 -0.2352
```

DFT (wB97M-V/def2-TZVPD) results for a structure of composition C19H25BeN3P at a distorted geometry.

Computed properties:
ΔE to the lowest compared entry with this formula, charge and spin, kJ/mol: 187.2
Charge: -1
Frontier orbital gap (alpha / beta), eV: 2.64 / 2.45
E_tot, eV: -34265.289

```
49
C19H25BeN3P | the Open Molecules 2025 dataset | wB97M-V/def2-TZVPD
P -0.2018 -0.0936 -0.1269
N 1.0588 -0.6373 -4.0302
N -0.0166 0.2636 -1.7462
N 2.6043 1.3202 -1.6393
C -0.4488 1.4365 0.7878
C -3.8752 -2.6294 1.1776
C 2.6935 -1.2503 2.6715
C 1.6301 -0.5665 2.0568
C -0.8355 4.0287 1.8142
C 1.1528 -0.9485 0.7799
C -1.6123 -1.1216 0.3909
C 3.2349 -2.3937 2.0771
C -1.9240 3.1754 1.6237
C -3.0094 -2.1190 2.1408
C -3.5885 -2.4220 -0.1817
C -1.7383 1.8830 1.1245
C -2.4577 -1.6839 -0.5629
C 1.6357 -2.1620 0.2567
C 0.6514 2.2653 1.0552
C -0.9268 1.2408 -2.5269
C -1.8808 -1.3821 1.7589
C 0.4503 3.5639 1.5262
C 2.6778 -2.8598 0.8793
Be 1.0212 0.9298 -3.0951
H -0.6498 1.4462 -3.6324
H -2.9301 3.5349 1.8410
H 1.2061 0.2851 2.5922
H -4.7755 -3.1933 1.4705
H 1.1918 -2.5668 -0.6535
H 2.3598 1.1436 -3.7279
H -1.2165 -1.0163 2.5400
H 1.9241 -0.6397 -4.5796
H 2.6278 0.3522 -1.2886
H 3.0665 -3.7745 0.4269
H 0.2294 -0.7580 -4.6138
H -1.9680 0.8833 -2.6658
H 1.6734 1.9086 0.9087
H -2.2300 -1.5360 -1.6168
H -0.9771 2.2136 -2.0363
H 1.3073 4.2241 1.6585
H 2.1856 2.0215 -1.0527
H 4.0721 -2.9280 2.5478
H -0.9849 5.0499 2.1862
H -4.2476 -2.8351 -0.9378
H 3.1112 -0.8909 3.6182
H -2.6056 1.2387 0.9801
H 3.4604 1.6014 -2.1340
H -3.2227 -2.2975 3.2024
H 1.0970 -1.3041 -3.2455
```

DFT (wB97M-V/def2-TZVPD) results for the molecule C19H25BrN2O5S at a distorted geometry.

Computed properties:
ΔE to the lowest compared entry with this formula, charge and spin, kJ/mol: 1924.1
Frontier orbital gap, eV: 8.22
SMILES string: CCC(=O)N1CCc2cc(Br)cc(S(=O)(=O)CCC(=O)NC[C@@H]3CCCO3)c21
E_tot, eV: -114184.806

```
53
C19H25BrN2O5S | the Open Molecules 2025 dataset | wB97M-V/def2-TZVPD
Br -1.5834 3.2279 -5.4077
S -0.5785 1.4164 -0.2157
O -0.2747 1.3055 3.6613
O -3.4029 -1.4261 1.4302
O -2.0498 1.1135 -0.3533
O 0.1567 -0.1993 0.1531
O 2.0225 1.9456 -0.0134
N 2.1524 0.1602 -1.7378
N -1.8339 0.2814 2.4489
C 3.2519 -0.3969 0.2732
C -2.5925 -2.3902 0.3957
C 1.1787 0.8612 -2.4729
C -2.5694 -3.3132 2.5394
C 2.6128 -0.1025 -4.0449
C 3.3727 0.0995 1.9066
C -0.6361 2.1962 -2.8390
C -0.0421 1.5178 -1.8782
C -1.9347 -3.4914 1.1216
C -0.5271 2.6756 0.8396
C -0.4314 2.1008 -4.2894
C -1.1368 1.4763 2.7389
C 0.3852 1.3635 -4.7057
C 2.8368 -0.4956 -2.5835
C 2.4378 0.7561 -0.4552
C -2.7034 -1.8855 2.6789
C -1.1976 2.5763 2.0113
C 1.4840 0.8646 -3.7204
C -1.6300 -1.0148 2.9141
H -3.3760 -2.7725 -0.2909
H 3.9886 -0.7137 2.5095
H -1.6959 -3.6331 3.2329
H 4.4964 -0.3012 0.0924
H -0.3918 3.6401 0.1149
H 2.3075 -0.7269 -4.6894
H -1.6372 2.6570 -2.4174
H 0.7224 2.5534 1.2203
H -0.8682 -1.3810 2.2792
H 3.6731 1.0144 2.0520
H -1.0712 -3.5274 1.2409
H -1.3603 3.4681 2.7601
H 0.7508 1.3624 -5.8055
H 3.4343 0.7816 -4.3209
H -1.5402 -1.0150 3.8965
H 3.1582 -1.3400 0.1361
H -3.5588 -3.9262 2.7946
H -2.2782 2.5356 1.5623
H -2.5382 0.2983 1.5324
H -1.9476 -1.7751 0.0870
H 3.9943 -0.4692 -2.2905
H 2.6060 -1.7203 -2.4443
H -3.6930 -1.8013 3.2639
H 2.4308 -0.1429 2.3239
H -2.3728 -4.2883 0.7643
```

DFT (wB97M-V/def2-TZVPD) results for the molecule C19H25ClN2O5S at a distorted geometry.

Computed properties:
ΔE to the lowest compared entry with this formula, charge and spin, kJ/mol: 69.0
Frontier orbital gap, eV: 9.22
SMILES string: O=C(OCC(=O)N1CCCCCC1)c1ccc(Cl)c(S(=O)(=O)N2CCCC2)c1
E_tot, eV: -56684.441

```
53
C19H25ClN2O5S | the Open Molecules 2025 dataset | wB97M-V/def2-TZVPD
Cl 5.2879 -1.8392 0.7393
S 3.1536 0.4610 0.8148
O -1.2378 -2.1919 -0.0945
O 1.9544 1.2434 0.6940
O -0.7772 -4.3025 -0.7238
O 3.8624 0.5023 2.0575
O -3.5916 -1.1270 -2.1832
N -3.1005 0.0607 -0.3292
N 4.2163 0.7526 -0.4386
C 1.3743 -1.5422 0.2097
C -3.5137 1.2914 -0.9813
C -2.7048 0.1313 1.0610
C -5.4335 1.4240 0.7099
C -0.4185 -3.2192 -0.3407
C 3.6602 -2.2411 0.4279
C 1.9704 -3.8520 -0.1038
C -2.6248 -2.3545 -0.3831
C 5.2007 2.8767 -0.7172
C -4.4004 2.1904 -0.1184
C -4.8925 0.9944 2.0738
C 3.6180 1.3175 -1.6428
C 2.6969 -1.2433 0.4569
C -3.8836 -0.1487 2.0021
C 5.4307 1.4902 -0.1222
C -3.1591 -1.0753 -1.0468
C 4.4730 2.5380 -2.0180
C 3.2959 -3.5538 0.1447
C 0.9985 -2.8528 -0.0698
H -3.4919 -0.3385 3.0033
H 0.6548 -0.7397 0.2354
H 4.5518 3.4550 -0.0585
H 3.6101 0.5615 -2.4329
H -2.3033 1.1284 1.2496
H 6.1273 3.4228 -0.8789
H -5.7776 0.5508 0.1528
H -3.7889 2.7990 0.5507
H 2.5879 1.6001 -1.4148
H -5.7265 0.6751 2.7027
H -2.7559 -3.1814 -1.0882
H -1.9049 -0.5841 1.2513
H 4.0518 -4.3224 0.1227
H -3.1583 -2.5858 0.5440
H 1.6629 -4.8626 -0.3266
H 5.5782 1.4862 0.9561
H -6.2975 2.0702 0.8773
H -4.3972 -1.0522 1.6665
H 6.2758 0.9900 -0.6075
H 5.1961 2.2655 -2.7874
H -4.4296 1.8570 2.5589
H 3.8640 3.3600 -2.3869
H -4.0528 0.9888 -1.8821
H -4.9106 2.8767 -0.7964
H -2.6206 1.8492 -1.2891
```

DFT (wB97M-V/def2-TZVPD) results for the molecule C19H25FN4O at a distorted geometry.

Computed properties:
ΔE to the lowest compared entry with this formula, charge and spin, kJ/mol: 180.3
Frontier orbital gap, eV: 8.96
SMILES string: OC1=N/C(=N\C2CCCCC2)C2(CCNCC2)N1c1cccc(F)c1
E_tot, eV: -30833.349

```
50
C19H25FN4O | the Open Molecules 2025 dataset | wB97M-V/def2-TZVPD
F -5.1449 -1.4573 2.3620
O -1.0128 -2.4273 -0.7281
N 0.7510 3.6518 0.5444
N 1.9444 0.6616 0.2968
N 0.5861 -1.0660 -0.4666
N -1.3887 -0.0392 -0.3287
C 0.7819 0.2580 -0.1261
C 3.0955 -0.1679 0.4222
C -0.4328 3.3285 1.3565
C -2.7441 0.0016 -0.0019
C -5.4550 0.1987 0.6760
C -0.4974 1.0734 0.0024
C -3.5921 0.8094 -0.7643
C 5.5741 0.0772 0.6196
C -4.6298 -0.6788 1.3932
C 4.2568 0.8196 0.3811
C 3.0033 -0.9436 1.7596
C -3.2800 -0.7790 1.0545
C 5.4969 -0.6012 2.0081
C -0.3787 2.1187 -1.1535
C -0.6577 -1.1569 -0.5546
C -0.5816 1.8067 1.3722
C -4.9387 0.9467 -0.3936
C 0.6832 3.2087 -0.8558
C 4.3362 -1.5993 2.0690
H -0.0707 1.5890 -2.0746
H 0.1818 1.3805 2.0637
H 6.4359 0.7475 0.6084
H 1.6113 3.3118 0.9889
H -5.5798 1.5945 -1.0052
H 5.4128 0.1348 2.8386
H 4.3025 -2.0423 3.0455
H 2.7488 -0.2413 2.5729
H 6.4020 -1.1397 2.2014
H -1.3240 3.7763 0.8876
H -0.1383 -2.8189 -0.7196
H 3.2055 -0.8472 -0.4581
H 4.5754 -2.4067 1.3547
H 4.2556 1.3098 -0.5853
H 4.1798 1.5957 1.1512
H -0.3549 3.7106 2.3525
H 0.4891 4.0592 -1.4738
H 5.7293 -0.6749 -0.1456
H 1.6556 2.8530 -1.2169
H -3.2349 1.4016 -1.5847
H 2.2776 -1.7288 1.6513
H -2.6369 -1.4945 1.5898
H -1.5572 1.5850 1.8018
H -1.3828 2.5351 -1.2687
H -6.5000 0.2247 0.9385
```